[1]
56
Properties=species:S:1:pos:R:3:forces:R:3 method="wB97M-V/def2-TZVPD" smiles="COc1ccc([C@@H](c2ccccc2)[C@H]2CCCCC2=[N+]2CCCC2)cc1" total_charge=+1 energy_ha=-1062.1756
C -3.2518 3.8091 -4.0370 0.47 -0.19 0.15
O -2.1899 2.8405 -4.1671 -0.32 0.23 0.24
C -1.5226 2.4595 -3.0491 -0.19 -0.15 0.03
C -0.6683 1.3345 -3.2079 0.31 0.41 0.65
C -0.0366 0.8050 -2.0956 -0.79 0.42 0.34
C -0.2293 1.3937 -0.8324 0.73 1.30 -0.49
C 0.4171 0.7474 0.3651 1.16 1.31 -2.94
C 0.4657 1.7501 1.5889 -0.35 -2.19 0.16
C 1.7202 2.0109 2.1574 -0.85 -0.29 0.56
C 1.7740 2.6105 3.4275 0.64 0.16 -1.00
C 0.6250 3.0991 4.0360 -0.28 0.09 -0.41
C -0.6166 2.9492 3.4182 0.52 -0.36 -0.97
C -0.6965 2.2197 2.2169 -0.39 -0.18 0.53
C -0.2749 -0.7709 0.2796 -0.82 -0.28 3.49
C -1.8326 -0.6472 0.1164 0.28 -0.63 1.11
C -2.6591 -1.9268 0.5141 0.49 2.14 1.05
C -2.1433 -3.1504 -0.1719 0.54 0.18 -0.78
C -0.6178 -3.4070 -0.0776 -0.73 0.38 0.47
C 0.2669 -2.1610 0.0867 0.96 1.07 0.81
N 1.5452 -2.4348 0.2925 -0.22 0.41 -0.67
C 2.0504 -3.8064 0.1926 0.20 -0.77 -0.12
C 3.5709 -3.7607 0.2614 0.26 0.68 -0.16
C 3.9750 -2.2669 0.3778 -0.65 0.03 -0.07
C 2.6476 -1.4449 0.3188 0.96 0.12 -0.05
C -0.8795 2.6204 -0.7463 -0.56 -0.27 -0.09
C -1.6439 3.1040 -1.8061 0.66 -0.36 -1.02
H -3.7064 3.8439 -5.0253 0.00 0.12 0.15
H -3.9971 3.4924 -3.2888 0.28 0.02 -0.23
H -2.8504 4.7978 -3.7591 -0.14 -0.32 -0.16
H -0.4396 0.9306 -4.1825 -0.39 0.04 -0.17
H 0.5690 -0.1043 -2.1413 -0.16 0.22 -0.28
H 1.4475 0.5246 0.0608 -0.35 0.53 0.50
H 2.6029 1.6633 1.6224 0.00 0.15 0.34
H 2.7618 2.7606 3.8623 -0.33 0.03 0.11
H 0.6905 3.6579 4.9536 0.08 -0.03 0.24
H -1.5062 3.4259 3.8045 -0.01 -0.19 0.24
H -1.6987 1.9905 1.8065 0.79 0.26 0.21
H 0.0525 -0.4203 1.4275 -1.41 -2.48 -1.32
H -2.2319 -0.2605 -0.8207 0.73 -0.06 -0.32
H -1.9911 0.1379 0.8481 -0.81 0.12 0.02
H -3.7289 -1.7140 0.3053 0.65 -0.36 -0.14
H -2.6064 -1.9756 1.6163 0.09 -0.40 -0.30
H -2.6509 -4.0068 0.2275 -0.24 -0.62 -0.08
H -2.3839 -3.0454 -1.2282 -0.17 -0.22 -0.15
H -0.4476 -4.0076 0.8372 0.13 0.33 -0.27
H -0.3077 -4.0900 -0.9084 -0.01 0.90 0.51
H 1.6439 -4.4544 0.9789 -0.09 0.33 -0.10
H 1.7355 -4.2229 -0.7686 -0.02 0.01 0.17
H 3.9539 -4.3390 1.0928 0.00 -0.05 0.13
H 3.9888 -4.1784 -0.6478 0.06 -0.13 -0.04
H 4.5218 -2.0721 1.2971 -0.11 0.02 0.06
H 4.6207 -1.9615 -0.4457 -0.05 -0.08 0.08
H 2.6471 -0.8421 -0.6110 -0.25 -0.41 0.46
H 2.5900 -0.7421 1.1718 -0.30 -0.53 -0.29
H -0.8512 3.2204 0.1569 -0.11 -0.29 -0.17
H -2.2233 4.0148 -1.7007 0.11 -0.15 -0.02


[2]
87
Properties=species:S:1:pos:R:3:forces:R:3 method="wB97M-V/def2-TZVPD" total_charge=-2 energy_ha=-6845.6246
C 9.1417 2.6415 0.3398 -0.24 0.41 -0.46
C 7.7556 2.9452 0.8903 0.65 0.28 -1.20
O 7.2744 2.2113 1.6886 -1.06 -0.60 1.33
O 7.0490 4.0498 0.4334 0.07 -0.49 -0.24
C 6.2778 3.7141 -0.7791 -0.12 0.13 -0.45
C 4.8523 3.2685 -0.5226 -2.72 -3.59 1.33
C 3.6192 4.1385 -0.4743 1.56 1.25 -0.07
C 3.9128 5.6214 -0.6694 -0.22 -0.34 0.00
N 2.3288 3.9128 -0.2962 1.27 0.24 0.01
N 1.9644 2.6285 -0.0731 1.54 -1.33 -0.20
C 0.5661 2.3733 0.1391 -0.05 0.16 0.94
C 0.1351 2.5492 1.7227 -0.08 -0.64 -1.79
O 0.7379 3.2523 2.4789 0.38 0.42 0.43
I -1.5699 1.4517 2.4398 0.12 0.41 -0.01
C 2.9598 1.6556 -0.0512 1.16 -3.26 -3.46
C 2.4549 0.1002 0.2705 -0.16 -0.78 -2.94
C 2.3306 -0.7226 -1.0635 0.66 0.10 0.99
F 1.9500 0.0892 -2.1123 -0.36 -0.26 0.19
C 4.5067 1.8116 -0.2929 -1.51 3.50 -3.22
N 5.4956 0.7335 -0.2875 -3.45 2.15 0.63
H 9.8942 3.0935 1.0005 -0.17 -0.06 -0.19
H 9.2702 2.9997 -0.6885 -0.06 0.08 0.33
H 9.2603 1.5538 0.3182 -0.05 0.29 0.15
H 6.8381 2.9328 -1.3463 -0.47 0.08 0.11
H 6.2497 4.6147 -1.4027 0.21 -0.14 0.33
H 4.4330 6.0298 0.2107 0.04 -0.21 -0.28
H 2.9821 6.1846 -0.7990 0.24 -0.20 -0.08
H 4.5515 5.7571 -1.5504 -0.31 0.09 0.35
H 0.2623 1.3884 -0.2280 0.07 0.18 0.30
H -0.0121 3.1304 -0.4123 0.19 -0.08 0.30
H 1.5468 0.0453 0.9658 1.04 0.15 -1.18
H 3.3295 -0.3807 0.8658 -2.68 -1.32 -3.60
H 1.6890 -1.6092 -0.9607 -0.25 0.53 -0.10
H 3.3381 -1.1156 -1.2776 -0.27 0.28 -0.17
H 5.2610 0.1016 -1.0526 0.28 0.01 0.09
H 6.4268 1.1383 -0.5402 0.10 -0.50 -0.90
C -3.1683 -3.3888 -2.6378 0.05 0.02 0.03
C -3.2474 -3.9496 -1.3709 -0.01 -0.02 -0.14
C -2.5603 -3.3732 -0.3175 0.01 -0.19 0.23
C -1.8056 -2.2352 -0.5453 -0.13 -0.03 -0.32
C -1.7104 -1.6667 -1.8090 0.14 0.31 -0.19
C -2.3965 -2.2513 -2.8577 -0.04 -0.13 0.09
N -1.1138 -1.6197 0.5766 -0.35 -0.39 -0.03
O -1.2004 -2.1458 1.6647 0.24 0.29 -0.01
O -0.4776 -0.5799 0.3811 0.19 -0.14 -0.14
H -3.7128 -3.8376 -3.4583 -0.04 0.03 0.05
H -3.8498 -4.8321 -1.2044 -0.12 0.13 0.06
H -2.6270 -3.8135 0.6674 0.09 0.23 -0.10
H -1.1164 -0.7799 -1.9844 0.01 -0.02 0.12
H -2.3370 -1.8196 -3.8482 0.01 0.03 0.04
C 4.1705 8.3623 -3.9268 0.16 0.09 -0.46
Cl 2.6863 8.4964 -2.9469 -0.06 -0.03 0.12
Cl 4.6553 9.9556 -4.4842 -0.04 -0.15 0.07
Cl 5.4645 7.6646 -2.9337 0.10 0.16 -0.07
Cl 3.8693 7.3189 -5.3124 0.03 0.08 0.16
C -3.8733 -5.2321 3.7276 -0.24 -0.15 -0.13
Cl -4.0252 -5.2261 1.9722 -0.28 -0.18 0.27
Cl -2.4209 -4.3616 4.2637 0.08 0.03 0.13
H -4.7473 -4.7511 4.1539 0.06 0.08 -0.06
H -3.8109 -6.2585 4.0715 0.10 0.04 -0.02
C -8.2908 -6.8082 2.5327 0.21 -0.29 0.10
C -9.1474 -5.5727 2.3714 -0.13 0.12 -0.10
C -8.1667 -4.5800 1.7630 0.08 -0.19 0.13
O -7.2233 -5.3424 0.9810 -0.74 -1.66 1.43
C -7.4056 -6.7330 1.2975 -0.07 0.33 -0.18
H -8.8626 -7.7345 2.5960 0.03 0.01 0.08
H -7.6823 -6.7214 3.4363 -0.08 -0.02 0.04
H -9.9593 -5.7742 1.6653 0.00 0.03 0.00
H -9.5860 -5.2197 3.3044 0.03 -0.03 0.01
H -7.6052 -4.0485 2.5405 -0.07 0.07 0.03
H -8.6547 -3.8478 1.1277 0.15 0.02 -0.07
H -7.8845 -7.2136 0.4336 0.03 -0.11 0.02
H -6.4280 -7.1982 1.4588 0.05 0.02 -0.09
F 7.2918 1.1138 -2.0047 -0.01 0.35 0.75
Na 0.2451 4.3922 4.4640 -0.03 -0.25 -0.36
Cl -6.7947 -3.3908 -0.4758 0.89 1.71 -1.51
F -10.0182 -8.4137 5.0554 -0.04 0.58 0.42
Al -10.1280 -6.9742 5.9947 -0.02 0.00 -0.05
F -11.5066 -6.0688 5.5013 0.58 -0.36 0.23
F -8.7047 -6.0266 5.7667 -0.56 -0.39 0.14
F -10.2785 -7.3871 7.6620 0.07 0.17 -0.66
Cs 3.7525 1.0609 2.0314 4.41 2.88 12.54
O 7.1086 8.3466 -6.3506 0.04 0.12 0.10
S 6.6678 8.9049 -7.6471 0.09 0.06 -0.08
O 7.8254 9.0106 -8.5535 0.00 -0.20 0.05
O 6.0756 10.2387 -7.4208 -0.15 -0.06 0.14
O 5.6521 8.0221 -8.2562 -0.07 0.08 -0.08


[3]
76
Properties=species:S:1:pos:R:3:forces:R:3 method="wB97M-V/def2-TZVPD" s_squared=3.7680 total_charge=+1 energy_ha=-5529.8901 relative_energy_kcal_mol=0.0 multiplicity=4
Cr -0.6452 -0.7283 0.7879 1.24 -0.93 0.36
N 0.1947 0.6420 2.1059 -0.63 0.81 -0.01
N 1.4808 0.2882 2.5464 -0.16 0.72 0.03
C 1.8156 -0.9931 2.3330 2.05 -0.34 0.00
N 3.0862 -1.3142 2.5826 0.08 -0.04 0.32
N 0.8894 -1.7773 1.8356 -0.63 -0.62 -0.55
N 1.1645 -3.1333 1.6526 0.05 0.50 0.35
O 2.0608 -3.6628 2.2758 0.11 -0.20 0.01
O 0.4228 -3.6885 0.8897 -0.34 -0.31 -0.34
H 0.2429 1.4928 1.4962 0.11 -0.20 -0.11
H -0.3800 0.9007 2.8957 -0.16 0.01 0.30
H 2.1912 0.9963 2.3560 -0.15 -0.29 0.10
H 3.6535 -0.6613 3.1021 -0.04 -0.02 -0.12
H 3.3839 -2.2838 2.5590 -0.25 0.30 -0.01
Cl -5.8414 4.5657 -0.7650 -0.45 0.37 -0.18
C -4.7128 3.3430 -0.4262 0.44 0.55 0.38
C -4.1933 3.2331 0.8819 -0.22 -0.23 -0.76
Cl -4.7341 4.2743 2.1376 0.04 -0.07 -0.24
C -3.2701 2.2312 1.1463 -0.28 0.61 1.14
Cl -2.6878 2.0426 2.7761 0.03 -0.11 -0.15
C -2.8616 1.3332 0.1875 0.46 -0.88 -0.74
O -2.1280 0.2737 0.4696 -0.79 0.80 -0.13
C -3.3511 1.5197 -1.1027 -0.07 0.18 -0.84
Cl -2.8608 0.4336 -2.3620 0.27 -0.21 0.20
C -4.2367 2.5389 -1.4571 0.12 -0.87 0.80
Cl -4.8155 2.5998 -3.0679 -0.17 0.48 0.18
N -1.3913 -2.0354 -0.6487 -0.29 -0.22 0.35
C -2.5740 -2.6836 -0.1040 -0.20 0.16 -0.14
C -3.4489 -3.3456 -0.9176 0.15 0.03 0.12
C -4.5720 -3.9691 -0.3489 -0.72 -1.03 -0.28
C -4.7657 -3.9785 1.0089 -0.13 0.25 -0.69
C -3.8848 -3.2678 1.8511 -0.60 -0.28 0.08
C -4.0639 -3.1904 3.2395 -1.08 -0.63 0.83
C -3.1524 -2.5322 3.9852 0.87 0.55 0.70
C -2.0538 -1.9195 3.3424 -0.46 -0.15 -0.18
N -1.9004 -1.8965 2.0321 0.02 0.12 0.99
C -2.8010 -2.5889 1.3042 0.30 -0.31 -1.78
H -1.6963 -1.3623 -1.3576 0.18 -0.19 -0.14
H -0.7878 -2.7580 -1.0466 0.08 0.46 0.08
H -3.2910 -3.4407 -1.9958 0.09 0.22 0.39
H -5.2421 -4.5296 -1.0366 0.41 0.52 0.76
H -5.6125 -4.4769 1.4525 -0.09 -0.12 0.01
H -4.9194 -3.6674 3.7647 0.58 0.29 -0.73
H -3.2328 -2.4511 5.0748 0.04 -0.09 -0.52
H -1.3087 -1.4641 3.9588 0.44 0.48 0.09
C 2.9988 -0.4521 -2.8481 -0.02 0.67 -0.19
C 1.9065 0.4921 -3.3550 -0.36 -0.15 -0.04
C 2.3877 1.3519 -4.5053 0.00 1.21 0.12
C 0.7020 -0.3152 -3.8268 -0.63 -0.44 -0.22
O 1.4342 1.4407 -2.2950 0.07 -0.33 -0.85
P 1.2878 1.2552 -0.7594 0.78 -0.70 0.87
O 0.5203 2.3480 -0.1097 0.24 -0.03 0.01
O 0.7470 -0.1618 -0.4282 -0.13 0.28 -0.40
O 2.8130 1.1133 -0.1709 -1.52 -0.82 -0.05
C 3.7529 2.1598 0.0346 -0.20 1.06 -0.08
C 3.4463 2.9015 1.3468 -0.05 0.70 -0.79
C 5.0991 1.4682 0.1359 -0.20 -0.82 0.08
C 3.7021 3.1132 -1.1828 0.43 -0.70 0.37
H 3.3176 -1.1097 -3.6746 -0.19 0.24 0.37
H 2.5613 -1.0374 -2.0432 0.35 -0.18 0.14
H 3.8649 0.1342 -2.5051 -0.24 -0.39 0.01
H 2.8873 0.6715 -5.1872 -0.01 0.21 -0.41
H 3.0919 2.1431 -4.1922 0.00 -0.61 0.09
H 1.5833 1.9410 -5.0031 0.29 -0.83 0.26
H 0.9252 -0.9083 -4.7572 -0.07 0.65 0.92
H -0.1196 0.3780 -4.0388 0.13 -0.11 -0.15
H 0.3197 -1.0100 -3.0548 0.40 0.24 -0.23
H 3.6680 2.2786 2.2110 0.15 0.02 0.21
H 2.4149 3.2707 1.3758 0.04 -0.26 -0.06
H 4.0667 3.8121 1.3665 -0.01 -0.43 0.32
H 5.1339 0.7271 0.9632 -0.24 0.45 -0.36
H 5.8702 2.1932 0.3284 0.45 0.28 -0.11
H 5.2933 0.9043 -0.7849 0.15 0.27 0.15
H 2.7438 3.6193 -1.3109 -0.03 -0.25 0.06
H 3.9532 2.4957 -2.0560 -0.21 0.42 0.03
H 4.4574 3.8731 -1.0679 0.37 0.30 -0.01